(1)
Density functional theory data (ωB97M-V with the def2-TZVPD basis set) for 2 unconnected molecules or ions with the total composition CH3O3S2.

For the energy relative to the best compared isomer or geometry (same formula, charge and spin), the calculation gives 45.7 kcal per mole. The HOMO-LUMO gap comes out at 7.7 eV. The energy comes out at -1061.997197 Eh. As for the LUMO energy: 3.6274 eV. As for the net charge: -1.

Each line ends with the natural charge from an NBO analysis.
Geometry (Å):
C1 1.37076 -0.52495 -0.52297  -0.30
O1 -2.72011 -0.27111 -0.14038  -0.99
O2 -1.20629 1.14268 1.07944  -0.94
O3 -0.32601 -1.12348 0.21987  -0.92
S1 1.65884 1.13215 -0.42730  -0.38
S2 -1.26889 0.05237 -0.23769  1.67
H1 1.87310 -0.95066 0.24366  0.18
H2 0.99529 -0.92845 -1.46779  0.20
H3 -0.37669 1.47144 1.25318  0.48

(2)
Density functional theory data (ωB97M-V with the def2-TZVPD basis set) for a single C6H4O molecule.

For the energy relative to the best compared isomer or geometry (same formula, charge and spin), the calculation gives 99.3 kcal per mole. The HOMO-LUMO gap comes out at 8.9 eV. The energy comes out at -306.053366 Eh. As for the LUMO energy: 0.3773 eV. As for the net charge: 0.

Each line ends with the natural charge from an NBO analysis.
Geometry (Å):
C1 2.30442 0.48425 -0.22296  -0.14
C2 1.19628 0.46102 0.27144  -0.06
C3 0.05854 -0.17556 1.39403  0.17
C4 -0.33950 0.82152 0.40038  -0.32
C5 -1.20869 0.16973 -0.59150  -0.31
C6 -1.23906 -1.11270 -0.21061  0.15
O1 -0.47223 -1.34905 0.89448  -0.45
H1 3.30757 0.47113 -0.59017  0.24
H2 -0.38753 1.88018 0.64132  0.27
H3 -1.70859 0.62361 -1.43500  0.24
H4 -1.74543 -1.97807 -0.61912  0.21

(3)
Density functional theory data (ωB97M-V with the def2-TZVPD basis set) for a molecular structure, C31H45CoN4O3PS2.

For the energy relative to the best compared isomer or geometry (same formula, charge and spin), the calculation gives 89.8 kcal per mole. The spin multiplicity is 4. The HOMO-LUMO gap (alpha / beta) comes out at 7.5 / 4.7 eV. The energy comes out at -4173.246451 Eh. As for the LUMO energy (alpha / beta): 0.1357 / -2.1010 eV. As for the net charge: 0.

Each line ends with the Löwdin charge.
Geometry (Å):
Co1 -0.32386 1.33714 1.38599  0.36
O1 -0.77571 3.22559 1.82332  -0.57
S1 -0.33834 4.61190 1.40560  1.06
C1 1.37695 4.53301 0.87752  -0.34
C2 2.28554 3.94738 1.96552  -0.22
C3 2.40688 2.41537 1.94445  -0.25
C4 1.24430 1.64547 2.56492  -0.18
S2 -1.83154 0.57785 3.38455  0.87
O2 0.20414 -0.33755 1.17011  -0.41
C5 -3.25097 -0.12016 2.69379  -0.65
C6 -4.48853 0.05978 3.33633  -0.12
C7 -5.64020 -0.47843 2.79045  -0.09
C8 -5.57389 -1.22274 1.61471  -0.08
C9 -4.34724 -1.42921 0.98734  -0.07
C10 -3.19107 -0.88135 1.51464  -0.13
C11 -1.12779 4.93329 -0.17327  -0.37
C12 -2.50620 4.74646 -0.16963  -0.09
C13 -3.22758 4.95070 -1.33403  -0.07
C14 -2.57391 5.34736 -2.49600  -0.07
C15 -1.20003 5.53493 -2.49054  -0.07
C16 -0.46868 5.33549 -1.32615  -0.08
H1 1.63365 5.57347 0.65733  0.10
H2 1.42092 3.92557 -0.02646  0.07
H3 1.96427 4.28328 2.95894  0.11
H4 3.27797 4.36881 1.79590  0.11
H5 3.31451 2.15800 2.50103  0.11
H6 2.57341 2.09768 0.91150  0.08
H7 0.85641 2.17883 3.43964  0.06
H8 1.57043 0.65841 2.89839  0.06
H9 -4.52898 0.63151 4.25591  0.10
H10 -6.59371 -0.32774 3.28395  0.10
H11 -6.47789 -1.64036 1.18719  0.10
H12 -4.29497 -2.00754 0.07192  0.10
H13 -2.23821 -1.02238 1.01669  0.06
H14 -2.99947 4.40047 0.73307  0.11
H15 -4.29767 4.78804 -1.33931  0.11
H16 -3.13440 5.49384 -3.41130  0.11
H17 -0.68544 5.81636 -3.40172  0.11
H18 0.60383 5.47533 -1.34561  0.10
C17 -1.02771 -3.60888 -1.43480  -0.09
C18 0.25534 -2.90044 -1.90711  -0.58
C19 -0.18842 -1.80259 -2.89596  -0.08
C20 1.15928 -3.90434 -2.62925  -0.08
P1 1.06972 -2.12972 -0.39510  1.05
N1 0.05386 -0.90903 -0.08879  -0.22
C21 2.79192 -1.49815 -0.82069  -0.58
C22 3.25555 -0.53531 0.28295  -0.08
C23 3.84447 -2.58935 -1.04320  -0.07
C24 2.63193 -0.65568 -2.09590  -0.08
C25 1.17152 -3.34624 1.04538  -0.59
C26 -0.19461 -3.36910 1.74096  -0.08
C27 1.58263 -4.76052 0.61290  -0.08
C28 2.17709 -2.85002 2.09447  -0.09
H19 -1.56966 -3.95706 -2.31819  0.09
H20 -1.67019 -2.91270 -0.89298  0.07
H21 -0.82745 -4.47854 -0.81086  0.06
H22 -1.01634 -2.19019 -3.49751  0.09
H23 0.60437 -1.50914 -3.57951  0.07
H24 -0.54246 -0.92073 -2.36698  0.05
H25 0.55860 -4.43523 -3.37368  0.09
H26 1.59029 -4.65113 -1.96322  0.06
H27 1.96830 -3.40483 -3.16109  0.06
H28 2.46565 0.16975 0.54304  0.05
H29 4.10812 0.03341 -0.10161  0.09
H30 3.58166 -1.03982 1.18627  0.06
H31 4.00599 -3.19473 -0.14966  0.06
H32 4.79702 -2.10763 -1.28646  0.09
H33 3.59079 -3.25315 -1.86827  0.06
H34 1.77993 0.02446 -2.02079  0.06
H35 2.51870 -1.27771 -2.98424  0.06
H36 3.53319 -0.05033 -2.23097  0.09
H37 -1.01720 -3.65267 1.08879  0.06
H38 -0.41463 -2.39337 2.17298  0.07
H39 -0.14815 -4.09841 2.55895  0.09
H40 0.81779 -5.25610 0.01611  0.06
H41 1.73960 -5.36731 1.51140  0.09
H42 2.51633 -4.76294 0.04714  0.06
H43 1.97729 -1.81647 2.37929  0.07
H44 3.21100 -2.95111 1.76629  0.07
H45 2.05617 -3.47094 2.98916  0.09
O3 0.63561 2.01732 -0.70752  -0.17
N2 0.23669 2.02022 -1.89291  -0.01
C29 -1.04649 1.77651 -2.15831  -0.32
C30 -1.87074 1.50055 -1.02561  -0.09
N3 -1.95648 1.35887 0.10923  0.19
C31 -1.50326 1.77127 -3.51122  -0.21
N4 -1.90957 1.75541 -4.58960  0.14

Copy entry 2 word for word.
Density functional theory data (ωB97M-V with the def2-TZVPD basis set) for a single C6H4O molecule.

For the energy relative to the best compared isomer or geometry (same formula, charge and spin), the calculation gives 99.3 kcal per mole. The HOMO-LUMO gap comes out at 8.9 eV. The energy comes out at -306.053366 Eh. As for the LUMO energy: 0.3773 eV. As for the net charge: 0.

Each line ends with the natural charge from an NBO analysis.
Geometry (Å):
C1 2.30442 0.48425 -0.22296  -0.14
C2 1.19628 0.46102 0.27144  -0.06
C3 0.05854 -0.17556 1.39403  0.17
C4 -0.33950 0.82152 0.40038  -0.32
C5 -1.20869 0.16973 -0.59150  -0.31
C6 -1.23906 -1.11270 -0.21061  0.15
O1 -0.47223 -1.34905 0.89448  -0.45
H1 3.30757 0.47113 -0.59017  0.24
H2 -0.38753 1.88018 0.64132  0.27
H3 -1.70859 0.62361 -1.43500  0.24
H4 -1.74543 -1.97807 -0.61912  0.21